No. 1
Entry from the OMol25 dataset: an isolated molecule of C4H11NO2 at a distorted geometry (ωB97M-V with the def2-TZVPD basis set).

## Properties
LUMO: 0.0293 hartree
gap between HOMO and LUMO: 0.3751 hartree
relative energy (zero: lowest compared OMol25 entry of this formula, charge and spin): 129.6 kJ/mol
largest force on an atom: 1.93 eV/Å
net charge: 0
E: -364.21882 Ha
spin multiplicity: 1

Structure (XYZ):
```
18
Properties=species:S:1:pos:R:3:forces:R:3:lowdin_charge:R:1
H -0.4546 -0.5302 2.3059 0.11 -0.32 0.11 0.127
C 0.5631 1.6785 -1.1367 -1.33 0.04 0.68 -0.251
H -1.4149 -0.1125 0.1267 0.02 0.42 0.13 0.144
H 1.3996 1.0043 0.7103 0.00 -0.21 0.12 0.118
H 1.0083 2.6701 -1.0758 0.57 -0.25 -0.10 0.112
O -0.7548 -2.3684 1.3242 -0.55 0.10 0.64 -0.073
C 0.4015 1.0812 0.2691 -0.04 0.76 -0.45 -0.156
C -0.3347 -0.2399 0.2249 -0.25 -1.46 -1.24 -0.384
H -0.1614 1.8209 0.8415 0.00 -0.16 0.26 0.119
N 0.0143 -1.0110 -1.0175 -0.32 0.69 0.56 0.045
H -0.4755 -1.8951 -0.9530 0.14 -0.12 -0.08 0.066
H -0.8632 1.2292 -2.3685 -0.22 0.41 0.52 0.085
H -1.1505 -2.5762 2.1899 0.26 0.05 -0.70 0.096
O -0.7511 1.9242 -1.6933 0.64 -0.82 -0.61 -0.090
H 0.9760 -1.3017 1.5399 -0.07 0.19 0.12 0.122
C -0.1026 -1.1087 1.4397 0.47 0.46 0.45 -0.251
H 1.0062 -1.1987 -1.0060 0.25 -0.29 -0.04 0.072
H 1.0942 0.9337 -1.7214 0.31 0.52 -0.40 0.098
```
Positions in Å, forces in eV/Å.


No. 2
Entry from the OMol25 dataset: a cluster of 2 separate species, C4H11NO2 in total at a distorted geometry (ωB97M-V with the def2-TZVPD basis set).

## Properties
LUMO: 0.0342 hartree
gap between HOMO and LUMO: 0.3891 hartree
relative energy (zero: lowest compared OMol25 entry of this formula, charge and spin): 32.0 kJ/mol
largest force on an atom: 1.10 eV/Å
net charge: 0
E: -364.25597 Ha
spin multiplicity: 1

Structure (XYZ):
```
18
Properties=species:S:1:pos:R:3:forces:R:3:lowdin_charge:R:1
C 1.7184 -0.1275 -1.8931 0.61 0.56 -0.01 -0.068
H -6.4087 -2.4294 1.1044 0.45 0.46 0.27 0.041
N -0.3714 0.5033 1.1764 0.08 -0.02 0.16 0.156
H 1.9601 1.6950 1.0832 -0.35 0.21 -0.18 0.057
H -5.5757 -2.7613 2.3200 0.07 0.51 -0.23 0.037
H 2.9321 0.5068 0.3605 0.29 -0.19 -0.24 0.083
C 0.0669 -0.0351 -0.0022 0.06 -0.42 -0.10 -0.514
O -5.7446 -2.0302 1.6992 -0.52 -0.97 -0.04 -0.078
H 1.7322 -1.1508 -1.5594 -0.16 -0.44 -0.10 0.072
O -0.3602 -1.1069 -0.3885 0.02 0.21 -0.02 0.051
H 1.1945 -0.0266 -2.8370 -0.29 -0.27 -0.01 0.077
C 1.1123 0.7585 -0.7896 0.56 -0.22 0.10 -0.322
H -0.8279 -0.1556 1.7918 -0.11 0.16 -0.14 0.111
H 2.7657 0.1431 -2.1107 -0.36 0.16 0.22 0.080
C 2.2414 1.3028 0.1037 -0.05 0.15 0.24 -0.075
H 2.7705 2.1084 -0.4091 0.11 -0.21 0.00 0.083
H 0.1768 1.2146 1.6254 -0.08 0.04 -0.03 0.075
H 0.6177 1.5910 -1.2750 -0.32 0.30 0.09 0.134
```
Positions in Å, forces in eV/Å.